Entry 1:
ORCA calculation (ωB97M-V/def2-TZVPD) on a gas-phase ion, C4H7O2 (charge -1) at a distorted geometry.

Summary:
**E_LUMO**: 0.158 Ha
**Energy relative to the best compared isomer or geometry (same formula, charge and spin)**: 9.8 kJ/mol
**Structure (SMILES)**: CCCC(=O)[O-]
**Total charge**: -1

Last columns: bonded neighbours and bond lengths (Å).
Atoms and positions in Å:
1 O -1.82 1.64 1.72  C2 1.248
2 C -0.87 0.91 1.36  O1 1.248, O3 1.259, C4 1.556
3 O -0.11 0.21 2.08  C2 1.259
4 C -0.63 0.82 -0.17  C2 1.556, C5 1.520, H7 1.085, H8 1.095
5 C 0.65 0.10 -0.58  C4 1.520, C6 1.520, H9 1.100, H10 1.101
6 C 0.62 -1.42 -0.54  C5 1.520, H11 1.094, H12 1.094, H13 1.086
7 H -1.46 0.32 -0.66  C4 1.085
8 H -0.57 1.86 -0.49  C4 1.095
9 H 0.98 0.49 -1.56  C5 1.100
10 H 1.44 0.43 0.12  C5 1.101
11 H -0.27 -1.86 -1.00  C6 1.094
12 H 0.47 -1.64 0.52  C6 1.094
13 H 1.58 -1.86 -0.79  C6 1.086

=====

Entry 2:
ORCA calculation (ωB97M-V/def2-TZVPD) on 2 unconnected molecules or ions with the total composition C4H7O2 at a distorted geometry.

Summary:
**E_LUMO**: 0.124 Ha
**Energy relative to the best compared isomer or geometry (same formula, charge and spin)**: 467.4 kJ/mol
**Total charge**: -1

Last columns: bonded neighbours and bond lengths (Å).
Atoms and positions in Å:
1 O -0.24 1.93 3.12  C2 1.247
2 C -0.47 2.04 1.90  O1 1.247, H3 1.169
3 H -1.25 2.89 1.71  C2 1.169
4 C 0.94 0.80 -0.94  C5 1.338, H6 1.093, H7 1.092
5 C -0.08 -0.06 -0.87  C4 1.338, H8 1.095, C9 1.497
6 H 1.92 0.55 -0.54  C4 1.093
7 H 0.83 1.78 -1.42  C4 1.092
8 H -1.06 0.22 -1.29  C5 1.095
9 C 0.01 -1.43 -0.28  C5 1.497, O10 1.420, H11 1.105, H12 1.104
10 O -0.42 -2.38 -1.24  C9 1.420, H13 0.961
11 H -0.64 -1.47 0.61  C9 1.105
12 H 1.04 -1.64 0.04  C9 1.104
13 H -0.57 -3.22 -0.80  O10 0.961

=====

Number 1: energy -8357.9752 eV. Number 2: energy -8353.2319 eV.